The following is a quantum chemistry calculation of C39H45CuN5P2 as an isolated structure in a non-equilibrium geometry, from OMol25.

Output
E: -4109.79575 a.u.
Frontier orbital gap (spin up / spin down): 6.74 / 6.61 eV
Multiplicity: 2
Lowest unoccupied orbital energy (spin up / spin down): -0.85 / -1.47 eV
Molar mass: 709.32 g/mol
F_max: 4.2 eV/A

Positions of all 92 atoms, in Å:
Cu: -1.104 -3.396 -3.319
C: -1.107 3.255 -1.019
C: -1.513 2.332 -1.902
C: -0.788 2.052 -3.206
C: 0.436 1.132 -2.938
C: 1.713 1.878 -2.530
C: 1.986 3.186 -2.558
C: 0.954 4.266 -2.344
C: 0.124 4.113 -0.996
C: 0.545 -2.808 -2.390
H: -1.765 3.439 -0.163
H: -2.452 1.760 -1.731
H: -0.448 2.972 -3.717
H: -1.476 1.557 -3.916
H: 0.156 0.459 -2.097
H: 0.560 0.388 -3.761
H: 2.368 1.167 -1.929
H: 3.034 3.497 -2.690
H: 0.202 4.250 -3.156
H: 1.482 5.242 -2.375
H: 0.785 3.855 -0.136
H: -0.231 5.131 -0.714
H: 0.614 -1.951 -1.698
H: 1.308 -2.685 -3.195
H: 0.819 -3.715 -1.784
P: 1.426 -1.649 -6.212
P: -2.441 -0.674 -6.056
N: 2.584 -0.302 -6.603
N: 2.051 -2.641 -7.560
N: -2.294 1.009 -6.687
N: -3.842 -1.148 -7.170
C: 0.151 -0.738 -7.207
C: -1.216 -1.436 -7.210
C: 3.691 0.012 -5.812
C: 4.566 0.808 -6.555
C: 3.976 0.999 -7.845
C: 2.766 0.320 -7.843
C: 2.504 -3.950 -7.343
C: 2.815 -4.530 -8.568
C: 2.523 -3.561 -9.579
C: 2.087 -2.411 -8.937
C: -2.971 2.112 -6.121
C: -2.795 3.243 -6.918
C: -1.841 2.878 -7.922
C: -1.662 1.493 -7.841
C: -4.480 -0.497 -8.228
C: -5.413 -1.362 -8.804
C: -5.288 -2.623 -8.133
C: -4.301 -2.474 -7.172
H: 0.448 -0.653 -8.271
H: 0.127 0.279 -6.776
H: -1.622 -1.432 -8.247
H: -1.148 -2.500 -6.886
H: 3.750 -0.340 -4.792
H: 5.522 1.201 -6.237
H: 4.369 1.538 -8.696
H: 2.033 0.268 -8.636
H: 2.530 -4.347 -6.338
H: 3.199 -5.529 -8.737
H: 2.590 -3.675 -10.655
H: 1.785 -1.477 -9.387
H: -3.517 2.021 -5.196
H: -3.340 4.193 -6.826
H: -1.314 3.542 -8.596
H: -1.100 0.828 -8.487
H: -4.153 0.487 -8.539
H: -6.112 -1.134 -9.599
H: -5.858 -3.524 -8.339
H: -3.829 -3.211 -6.539
C: 0.091 2.647 3.188
C: 0.996 2.422 2.138
C: 0.888 1.284 1.354
C: -0.138 0.311 1.623
C: -0.848 0.446 2.863
C: -0.801 1.641 3.572
N: -0.371 -0.654 0.705
C: -1.390 -1.575 0.730
C: -1.153 -2.837 0.138
C: -2.067 -3.879 0.202
C: -3.317 -3.662 0.795
C: -3.639 -2.392 1.304
C: -2.694 -1.365 1.268
H: 0.108 3.590 3.734
H: 1.787 3.156 1.957
H: 1.540 1.119 0.489
H: -1.467 -0.393 3.193
H: -1.452 1.770 4.438
H: -0.290 -2.904 -0.496
H: -1.831 -4.875 -0.179
H: -4.048 -4.471 0.850
H: -4.627 -2.187 1.742
H: -2.894 -0.390 1.719


The following is a quantum chemistry calculation of C39H45F3N2S6SbV as an isolated structure, from OMol25.

Output
E: -5495.69263 a.u.
Frontier orbital gap (spin up / spin down): 6.41 / 7.13 eV
Multiplicity: 3
Lowest unoccupied orbital energy (spin up / spin down): -0.48 / 0.01 eV
Molar mass: 963.90 g/mol
F_max: 0.9 eV/A

Positions of all 97 atoms, in Å:
V: 0.723 0.645 0.045
C: 1.586 2.280 -1.246
C: 1.802 2.642 0.119
C: 0.499 2.813 0.701
C: -0.453 2.485 -0.324
C: 0.211 2.216 -1.545
C: -0.403 2.054 -2.930
C: -0.625 0.593 -3.329
C: -1.753 2.776 -2.962
C: 0.538 2.695 -3.957
C: 0.050 3.511 2.001
C: 0.655 4.923 2.024
C: 0.394 2.746 3.283
C: -1.471 3.731 1.994
C: 3.239 2.942 0.573
C: 3.497 2.898 2.081
C: 4.225 1.929 -0.031
C: 3.602 4.331 0.017
H: 2.370 2.155 -1.974
H: -1.523 2.538 -0.204
H: -1.451 0.156 -2.762
H: 0.268 -0.016 -3.175
H: -0.891 0.531 -4.388
H: -2.461 2.324 -2.264
H: -2.188 2.710 -3.961
H: -1.646 3.832 -2.704
H: 1.448 2.105 -4.085
H: 0.824 3.706 -3.660
H: 0.040 2.749 -4.927
H: 1.736 4.930 2.114
H: 0.246 5.474 2.875
H: 0.391 5.464 1.112
H: 1.461 2.596 3.418
H: -0.089 1.767 3.282
H: 0.018 3.306 4.144
H: -1.786 4.331 1.137
H: -1.740 4.283 2.898
H: -2.029 2.798 2.000
H: 3.217 1.928 2.493
H: 2.992 3.679 2.641
H: 4.569 3.033 2.242
H: 4.046 0.923 0.354
H: 5.235 2.227 0.257
H: 4.192 1.886 -1.118
H: 2.925 5.108 0.371
H: 3.568 4.331 -1.075
H: 4.617 4.597 0.323
S: 5.714 -4.595 1.277
C: 4.628 -3.400 1.003
S: 3.746 -2.595 2.255
C: 2.816 -1.526 1.238
C: 3.053 -1.606 -0.078
S: 2.257 -0.602 -1.272
S: 4.265 -2.765 -0.564
S: 1.659 -0.405 1.939
F: -6.829 -1.889 -2.392
C: -5.548 -1.830 -1.970
C: -5.020 -0.605 -1.627
C: -3.700 -0.562 -1.194
C: -2.927 -1.717 -1.113
C: -3.504 -2.940 -1.469
C: -4.822 -3.004 -1.898
Sb: -0.894 -1.620 -0.478
C: -0.188 -2.956 -1.998
C: -0.698 -2.845 -3.292
C: -0.227 -3.644 -4.326
C: 0.764 -4.560 -4.045
F: 1.227 -5.343 -5.041
C: 1.298 -4.707 -2.783
C: 0.815 -3.895 -1.764
C: -1.028 -3.035 1.111
C: 0.108 -3.674 1.603
C: 0.034 -4.562 2.672
C: -1.200 -4.788 3.244
F: -1.290 -5.638 4.288
C: -2.350 -4.171 2.794
C: -2.254 -3.289 1.724
H: -5.631 0.285 -1.696
H: -3.279 0.395 -0.904
H: -2.925 -3.855 -1.414
H: -5.286 -3.940 -2.177
H: -1.485 -2.134 -3.512
H: -0.619 -3.568 -5.332
H: 2.081 -5.432 -2.607
H: 1.248 -4.013 -0.780
H: 1.083 -3.473 1.179
H: 0.914 -5.064 3.053
H: -3.298 -4.384 3.272
H: -3.155 -2.797 1.374
N: -0.652 -1.198 3.752
C: -1.796 -0.639 3.365
N: -2.867 -0.778 4.166
S: -1.920 0.213 1.904
H: -0.573 -1.718 4.608
H: 0.159 -1.108 3.146
H: -2.837 -1.313 5.016
H: -3.738 -0.380 3.864


The following is a quantum chemistry calculation of C39H45FeN8OS2Sb as an isolated structure, from OMol25.

Output
E: -4326.78401 a.u.
Frontier orbital gap (spin up / spin down): 7.24 / 7.39 eV
Multiplicity: 5
Lowest unoccupied orbital energy (spin up / spin down): 0.35 / 0.31 eV
Molar mass: 883.58 g/mol
F_max: 0.1 eV/A

Positions of all 97 atoms, in Å:
Fe: 0.691 -0.221 0.203
C: 0.945 3.921 2.331
C: 1.327 2.629 1.656
N: 0.447 1.855 1.110
N: -0.868 2.334 1.185
C: -1.769 1.410 1.184
S: -1.544 -0.292 1.109
S: -3.405 2.107 1.206
C: -4.433 0.733 1.795
C: -4.253 0.404 3.253
C: -3.727 -0.821 3.648
C: -3.571 -1.119 4.995
C: -3.936 -0.195 5.963
C: -4.464 1.030 5.576
C: -4.620 1.325 4.232
C: 2.745 2.251 1.662
C: 3.713 3.245 1.879
C: 5.059 2.962 1.965
C: 5.470 1.628 1.879
C: 4.550 0.628 1.678
C: 3.166 0.899 1.525
O: 2.370 -0.088 1.272
H: -0.114 3.940 2.558
H: 1.163 4.765 1.671
H: 1.527 4.053 3.241
H: -4.260 -0.140 1.168
H: -5.447 1.093 1.609
H: -3.426 -1.536 2.893
H: -3.160 -2.077 5.289
H: -3.812 -0.427 7.013
H: -4.753 1.757 6.324
H: -5.020 2.287 3.932
H: 3.395 4.275 1.971
H: 5.778 3.756 2.116
H: 6.521 1.379 1.975
H: 4.850 -0.410 1.612
C: 3.142 1.042 -1.633
C: 3.423 -0.414 -1.403
C: 4.741 -0.860 -1.459
C: 5.016 -2.200 -1.304
C: 3.954 -3.072 -1.129
C: 2.660 -2.570 -1.078
N: 2.399 -1.258 -1.187
Sb: 1.164 -4.114 -0.930
C: -0.364 -3.318 -2.213
C: -0.561 -3.940 -3.442
C: -1.592 -3.492 -4.252
C: -2.392 -2.463 -3.792
C: -2.144 -1.901 -2.539
C: -3.032 -0.826 -1.993
N: -1.129 -2.319 -1.772
C: 0.294 -3.607 0.960
C: -0.507 -4.584 1.538
C: -0.967 -4.386 2.829
C: -0.561 -3.251 3.503
C: 0.250 -2.315 2.865
C: 0.729 -1.112 3.619
N: 0.640 -2.481 1.589
H: 4.037 1.633 -1.439
H: 2.339 1.409 -1.002
H: 2.840 1.200 -2.672
H: 5.532 -0.138 -1.610
H: 6.035 -2.565 -1.330
H: 4.124 -4.137 -1.035
H: 0.077 -4.759 -3.752
H: -1.777 -3.947 -5.217
H: -3.224 -2.100 -4.383
H: -3.803 -0.548 -2.711
H: -2.442 0.048 -1.719
H: -3.499 -1.166 -1.069
H: -0.756 -5.484 0.989
H: -1.610 -5.114 3.307
H: -0.867 -3.072 4.525
H: 0.183 -1.014 4.557
H: 0.602 -0.204 3.037
H: 1.795 -1.213 3.832
C: -1.005 0.681 -5.134
N: -0.193 0.595 -3.938
C: 0.742 -0.506 -3.921
C: -0.419 1.361 -2.830
N: -0.068 1.002 -1.637
N: -1.093 2.552 -3.094
C: -0.501 3.460 -4.068
C: -1.710 3.244 -1.978
H: -1.428 -0.304 -5.352
H: -0.410 0.990 -6.000
H: -1.819 1.386 -4.994
H: 1.526 -0.350 -4.671
H: 0.230 -1.442 -4.154
H: 1.186 -0.596 -2.939
H: -0.228 1.787 -1.013
H: 0.137 2.921 -4.761
H: 0.109 4.219 -3.565
H: -1.282 3.971 -4.636
H: -2.306 2.554 -1.383
H: -2.374 4.011 -2.378
H: -0.982 3.733 -1.317


The following is a quantum chemistry calculation of C39H45GeN2O3SrTe as an isolated structure, from OMol25.

Output
E: -4224.14314 a.u.
Charge: -1
Frontier orbital gap: 6.41 eV
Lowest unoccupied orbital energy: 2.19 eV
Molar mass: 877.63 g/mol
F_max: 0.4 eV/A

Positions of all 92 atoms, in Å:
Sr: 0.114 2.240 -0.269
C: -4.041 -4.156 -0.976
C: -3.063 -3.019 -1.107
C: -1.949 -3.101 -1.928
C: -1.069 -2.038 -2.121
C: 0.067 -2.205 -3.073
O: 0.245 -1.464 -4.016
C: 1.007 -3.361 -2.845
C: 1.820 -3.782 -3.894
C: 2.723 -4.815 -3.708
C: 2.832 -5.427 -2.465
C: 2.036 -5.002 -1.411
C: 1.123 -3.975 -1.603
C: -1.254 -0.809 -1.438
O: -0.469 0.204 -1.540
C: -2.378 -0.763 -0.560
C: -3.251 -1.820 -0.417
C: -2.508 0.513 0.200
N: -1.797 0.794 1.222
C: -0.876 -0.208 1.747
C: -0.960 -0.220 3.262
Te: 0.267 -1.766 4.085
C: -0.830 -3.320 3.169
C: -2.054 -3.727 3.693
C: -2.783 -4.733 3.075
C: -2.290 -5.349 1.934
C: -1.073 -4.947 1.404
C: -0.345 -3.936 2.018
C: -3.408 1.572 -0.351
C: -3.497 2.819 0.268
C: -4.298 3.810 -0.272
C: -5.027 3.566 -1.428
C: -4.943 2.329 -2.051
C: -4.132 1.338 -1.519
H: -3.596 -5.094 -1.315
H: -4.942 -3.988 -1.572
H: -4.354 -4.292 0.061
H: -1.759 -4.030 -2.461
H: 1.730 -3.275 -4.847
H: 3.350 -5.141 -4.529
H: 3.545 -6.229 -2.316
H: 2.135 -5.461 -0.435
H: 0.513 -3.621 -0.783
H: -4.097 -1.720 0.260
H: 0.147 0.076 1.469
H: -1.073 -1.203 1.342
H: -1.980 -0.385 3.607
H: -0.596 0.715 3.688
H: -2.435 -3.256 4.591
H: -3.736 -5.039 3.490
H: -2.858 -6.134 1.451
H: -0.695 -5.414 0.503
H: 0.599 -3.614 1.594
H: -2.914 3.010 1.157
H: -4.334 4.782 0.201
H: -5.649 4.345 -1.852
H: -5.497 2.138 -2.961
H: -4.046 0.380 -2.015
C: 2.494 -1.259 0.010
Ge: 3.416 0.233 0.922
C: 4.202 -0.562 2.554
C: 4.907 0.781 -0.252
C: 2.216 1.701 1.292
H: 3.164 -2.081 -0.253
H: 1.992 -0.913 -0.898
H: 1.718 -1.647 0.679
H: 4.859 -1.405 2.329
H: 3.397 -0.919 3.199
H: 4.775 0.189 3.101
H: 5.567 -0.049 -0.510
H: 5.496 1.558 0.240
H: 4.507 1.197 -1.180
H: 2.193 1.868 2.377
O: -0.846 4.553 0.003
C: 0.194 5.151 -0.430
C: 0.342 6.637 -0.126
C: 1.389 6.901 0.978
C: 2.440 5.805 1.133
C: 3.246 5.472 -0.120
C: 2.372 5.208 -1.361
N: 1.142 4.502 -1.064
H: -0.634 7.013 0.175
H: 0.628 7.157 -1.042
H: 0.871 6.997 1.935
H: 1.873 7.865 0.791
H: 1.944 4.892 1.476
H: 3.130 6.084 1.935
H: 3.855 4.591 0.097
H: 3.940 6.289 -0.352
H: 2.942 4.613 -2.078
H: 2.172 6.165 -1.864
H: 2.704 2.620 0.890


The following is a quantum chemistry calculation of C39H45N5OTl as an isolated structure in a non-equilibrium geometry, from OMol25.

Output
E: -2034.54236 a.u.
Charge: -1
Frontier orbital gap: 4.41 eV
Lowest unoccupied orbital energy: 2.10 eV
Molar mass: 804.21 g/mol
F_max: 3.1 eV/A

Positions of all 91 atoms, in Å:
Tl: 0.060 -0.230 1.554
N: -0.003 4.014 0.919
N: 2.492 1.204 0.127
C: -0.665 -1.750 -1.545
C: -0.597 -0.461 -2.144
C: -1.662 0.322 -1.622
C: -1.919 1.757 -1.868
H: -1.388 2.098 -2.766
H: -1.592 2.384 -1.019
H: -2.994 1.938 -2.015
C: -2.421 -0.500 -0.749
C: -3.633 -0.088 -0.019
H: -4.346 0.413 -0.691
H: -3.381 0.622 0.782
H: -4.132 -0.952 0.437
C: -1.784 -1.766 -0.667
C: -2.214 -2.869 0.221
H: -2.339 -2.531 1.264
H: -1.494 -3.695 0.217
H: -3.188 -3.269 -0.102
C: 0.379 -0.015 -3.161
H: -0.053 -0.069 -4.175
H: 1.280 -0.641 -3.157
H: 0.684 1.026 -2.988
C: 0.251 -2.884 -1.802
H: 0.369 -3.514 -0.910
H: 1.248 -2.528 -2.088
H: -0.123 -3.527 -2.618
C: -0.467 4.720 1.932
H: -1.262 5.446 1.707
C: 0.000 4.588 3.253
H: -0.439 5.215 4.026
C: 1.024 3.678 3.523
H: 1.421 3.563 4.537
C: 1.536 2.921 2.477
H: 2.342 2.198 2.604
C: 0.958 3.057 1.166
C: 1.180 2.157 0.131
H: 0.842 2.383 -0.886
C: 2.367 -0.125 0.252
C: 3.824 1.538 -0.181
H: 4.116 2.558 -0.257
C: 4.500 0.399 -0.365
H: 5.523 0.195 -0.627
N: 3.573 -0.644 -0.141
C: 3.715 -2.005 -0.515
C: 4.154 -2.317 -1.815
C: 4.205 -3.665 -2.183
H: 4.572 -3.923 -3.180
C: 3.798 -4.674 -1.307
C: 3.943 -6.115 -1.683
H: 3.112 -6.708 -1.285
H: 4.874 -6.537 -1.277
H: 3.972 -6.227 -2.772
C: 3.283 -4.325 -0.054
H: 2.941 -5.105 0.631
C: 3.222 -2.992 0.355
C: 2.650 -2.669 1.695
H: 2.936 -1.678 2.064
H: 3.002 -3.417 2.423
H: 1.549 -2.744 1.697
C: 4.467 -1.251 -2.811
H: 5.300 -0.609 -2.505
H: 3.602 -0.611 -3.046
H: 4.759 -1.742 -3.747
C: -5.046 2.987 5.102
N: -3.802 2.485 4.558
N: -3.502 2.608 3.241
C: -2.347 1.887 2.983
O: -1.821 1.844 1.839
C: -1.992 1.271 4.225
C: -2.933 1.644 5.151
C: -3.057 1.302 6.587
C: -3.958 3.730 2.480
C: -3.988 4.997 3.066
C: -4.436 6.084 2.316
C: -4.841 5.896 0.987
C: -4.785 4.625 0.400
C: -4.328 3.538 1.145
H: -5.745 3.245 4.302
H: -4.868 3.872 5.726
H: -5.499 2.207 5.725
H: -1.120 0.647 4.359
H: -3.040 2.194 7.230
H: -3.978 0.742 6.806
H: -2.206 0.671 6.869
H: -3.656 5.124 4.099
H: -4.466 7.074 2.775
H: -5.200 6.747 0.405
H: -5.098 4.471 -0.635
H: -4.278 2.531 0.728


Q: The highest F_max belongs to which entry?
A: C39H45CuN5P2